{
  "formula": "C17H39BCrF16N3O14S4",
  "method": "ωB97M-V with the def2-TZVPD basis set",
  "total_energy_ha": -6148.82097,
  "homo_lumo_gap_ev": [6.83, 8.14],
  "lumo_ev": [-2.93, -1.62],
  "multiplicity": 4,
  "symbols": ["Cr", "B", "F", "F", "F", "F", "C", "F", "F", "F", "S", "O", "O", "N", "S", "O", "O", "C", "F", "F", "F", "C", "F", "F", "F", "S", "O", "O", "N", "S", "O", "O", "C", "F", "F", "F", "C", "C", "O", "H", "H", "H", "H", "H", "H", "C", "C", "O", "H", "H", "H", "H", "H", "H", "C", "C", "O", "H", "H", "H", "H", "H", "H", "C", "C", "O", "H", "H", "H", "H", "H", "H", "C", "C", "C", "O", "C", "N", "H", "H", "H", "H", "H", "H", "H", "H", "H", "H", "H", "C", "O", "H", "H", "H", "H"],
  "xyz": [[6.651, -3.307, -22.151], [7.546, -2.149, -24.411], [8.209, -3.067, -23.538], [8.157, -0.932, -24.518], [7.274, -2.683, -25.652], [6.309, -1.993, -23.679], [8.361, -2.759, -18.362], [8.179, -2.616, -17.083], [9.431, -2.105, -18.710], [8.564, -4.030, -18.646], [6.796, -2.181, -19.269], [6.034, -3.391, -19.401], [6.222, -1.122, -18.526], [7.214, -1.873, -20.916], [8.004, -0.419, -21.001], [8.487, 0.168, -19.791], [8.985, -0.475, -22.036], [6.620, 0.744, -21.527], [7.088, 1.977, -21.632], [6.162, 0.363, -22.714], [5.632, 0.714, -20.650], [7.323, -6.684, -19.281], [7.003, -7.953, -19.132], [6.637, -5.955, -18.451], [8.600, -6.545, -19.063], [6.776, -6.217, -21.041], [6.780, -7.340, -21.912], [5.481, -5.614, -20.861], [7.718, -4.891, -21.677], [9.126, -5.596, -22.137], [9.472, -6.829, -21.510], [9.241, -5.567, -23.565], [10.444, -4.393, -21.528], [11.393, -4.271, -22.442], [9.904, -3.199, -21.270], [10.937, -4.877, -20.385], [3.137, -2.049, -20.010], [3.639, -3.201, -20.870], [4.674, -2.683, -21.783], [2.219, -2.391, -19.522], [2.863, -1.194, -20.632], [3.846, -1.742, -19.248], [2.835, -3.624, -21.477], [4.083, -3.967, -20.246], [4.135, -2.049, -22.355], [1.869, -1.743, -25.247], [2.101, -1.416, -23.775], [3.452, -1.018, -23.549], [2.489, -2.590, -25.539], [2.020, -0.873, -25.881], [0.825, -2.048, -25.377], [1.906, -2.305, -23.170], [1.371, -0.654, -23.481], [3.573, -0.137, -24.012], [5.189, -4.706, -25.908], [5.958, -5.182, -24.712], [5.495, -4.493, -23.490], [4.131, -4.994, -25.915], [5.615, -5.136, -26.817], [5.166, -3.628, -26.043], [7.029, -5.024, -24.778], [5.767, -6.239, -24.526], [4.610, -4.852, -23.358], [10.698, -0.432, -26.388], [9.503, -0.352, -27.346], [10.023, -0.412, -28.702], [11.240, 0.501, -26.545], [11.327, -1.284, -26.642], [10.306, -0.452, -25.371], [9.025, 0.615, -27.219], [8.804, -1.192, -27.289], [10.654, -1.138, -28.734], [4.921, 0.227, -26.957], [5.026, 1.176, -25.776], [5.610, 2.533, -26.194], [6.089, 3.281, -25.108], [7.383, 2.894, -24.679], [3.710, 1.377, -25.106], [4.647, -0.801, -26.736], [5.901, 0.144, -27.441], [4.301, 0.660, -27.751], [5.699, 0.696, -25.063], [4.856, 3.123, -26.717], [6.435, 2.336, -26.888], [7.644, 3.410, -23.757], [8.108, 3.293, -25.402], [7.453, 1.819, -24.570], [3.074, 1.783, -25.793], [3.925, 2.173, -24.492], [10.199, -4.490, -26.539], [10.785, -4.764, -27.802], [10.224, -5.316, -25.834], [10.773, -3.636, -26.171], [9.186, -4.079, -26.630], [10.527, -5.632, -28.121]]
}

***

{
  "formula": "C31H40Cl2NOOsP3",
  "method": "ωB97M-V with the def2-TZVPD basis set",
  "total_energy_ha": -3369.69482,
  "homo_lumo_gap_ev": [4.80, 3.75],
  "lumo_ev": [-4.65, -9.40],
  "multiplicity": 5,
  "total_charge": 2,
  "symbols": ["P", "C", "C", "H", "C", "H", "C", "H", "C", "H", "C", "H", "C", "C", "H", "C", "H", "C", "H", "C", "H", "C", "H", "C", "C", "H", "C", "H", "C", "H", "C", "H", "C", "H", "Os", "C", "C", "H", "C", "O", "H", "C", "H", "C", "Cl", "Cl", "P", "C", "H", "H", "H", "C", "H", "H", "H", "C", "H", "H", "H", "P", "C", "C", "H", "H", "H", "H", "H", "H", "C", "H", "H", "H", "H", "C", "C", "N", "H", "H", "H"],
  "xyz": [[0.749, 2.242, -1.294], [0.988, 4.048, -0.999], [2.226, 4.652, -0.731], [3.127, 4.045, -0.658], [2.316, 6.041, -0.573], [3.291, 6.497, -0.378], [1.168, 6.832, -0.682], [1.243, 7.918, -0.578], [-0.070, 6.233, -0.949], [-0.965, 6.851, -1.050], [-0.166, 4.851, -1.103], [-1.118, 4.372, -1.318], [2.456, 1.692, -0.859], [2.694, 1.436, 0.506], [1.873, 1.550, 1.212], [3.970, 1.071, 0.934], [4.151, 0.892, 1.996], [5.017, 0.952, 0.013], [6.019, 0.677, 0.353], [4.788, 1.208, -1.343], [5.602, 1.133, -2.070], [3.510, 1.582, -1.777], [3.343, 1.799, -2.832], [0.948, 2.278, -3.128], [1.384, 3.396, -3.855], [1.599, 4.334, -3.345], [1.557, 3.313, -5.243], [1.900, 4.192, -5.796], [1.306, 2.107, -5.906], [1.469, 2.033, -6.984], [0.862, 0.991, -5.184], [0.674, 0.047, -5.698], [0.667, 1.077, -3.806], [0.298, 0.222, -3.240], [-2.674, -1.077, 1.475], [-1.768, -2.928, 1.115], [-0.496, -3.002, 0.662], [-2.328, -3.851, 1.364], [0.138, -1.691, 0.251], [0.421, -1.758, -1.165], [0.610, -0.862, -1.513], [-0.853, -0.642, 0.545], [1.053, -1.491, 0.838], [-1.652, 0.299, 0.233], [-4.301, -2.577, 2.564], [-4.325, 0.656, 1.768], [-2.207, -0.888, 3.774], [-3.523, -0.893, 5.057], [-3.952, -1.900, 5.134], [-4.312, -0.197, 4.748], [-3.117, -0.585, 6.031], [-0.992, -2.105, 4.408], [-0.132, -2.151, 3.727], [-1.467, -3.095, 4.440], [-0.643, -1.832, 5.414], [-1.463, 0.769, 3.950], [-2.218, 1.502, 3.640], [-0.593, 0.845, 3.287], [-1.163, 0.938, 4.993], [0.431, -4.549, 0.495], [-0.250, -5.846, 1.525], [2.109, -4.175, 1.017], [-1.291, -6.048, 1.229], [-0.216, -5.548, 2.585], [0.358, -6.754, 1.380], [2.484, -3.296, 0.475], [2.749, -5.043, 0.804], [2.123, -3.971, 2.098], [0.355, -4.986, -1.239], [-0.653, -5.361, -1.459], [1.103, -5.760, -1.455], [0.542, -4.077, -1.827], [-1.801, 1.279, -0.178], [-6.272, -1.684, -1.166], [-4.966, -1.612, -0.564], [-3.894, -1.514, -0.131], [-7.034, -1.349, -0.446], [-6.493, -2.718, -1.464], [-6.300, -1.036, -2.055]]
}

***

{
  "formula": "C21H29N3O4",
  "method": "ωB97M-V with the def2-TZVPD basis set",
  "total_energy_ha": -1282.86184,
  "smiles": "COc1cccc(CCc2nnc(CCC(=O)NCC[C@H]3CCCCO3)o2)c1",
  "homo_lumo_gap_ev": 9.30,
  "lumo_ev": 0.73,
  "symbols": ["C", "H", "O", "C", "C", "C", "C", "C", "C", "H", "H", "H", "C", "H", "H", "C", "C", "N", "N", "C", "O", "C", "H", "H", "C", "C", "O", "N", "H", "C", "C", "H", "H", "C", "C", "C", "C", "C", "H", "O", "H", "H", "H", "H", "H", "H", "H", "H", "H", "H", "H", "H", "H", "H", "H", "H", "H"],
  "xyz": [[-1.065, -2.210, -2.032], [-1.804, -2.109, -2.834], [-1.667, -2.609, -0.823], [-2.593, -1.784, -0.266], [-3.023, -0.586, -0.825], [-4.002, 0.173, -0.198], [-4.544, -0.261, 1.003], [-4.107, -1.447, 1.571], [-3.141, -2.207, 0.946], [-2.796, -3.137, 1.370], [-4.529, -1.783, 2.506], [-5.309, 0.325, 1.492], [-4.433, 1.480, -0.804], [-4.168, 1.508, -1.861], [-5.513, 1.605, -0.707], [-3.740, 2.655, -0.093], [-2.268, 2.502, -0.143], [-1.499, 2.463, -1.179], [-0.233, 2.316, -0.727], [-0.286, 2.269, 0.565], [-1.558, 2.382, 1.004], [0.822, 2.136, 1.538], [0.452, 2.493, 2.501], [1.061, 1.074, 1.639], [2.090, 2.897, 1.128], [3.035, 2.028, 0.299], [4.123, 1.682, 0.723], [2.568, 1.720, -0.918], [1.599, 1.936, -1.136], [3.278, 0.846, -1.817], [2.556, -0.483, -2.048], [1.579, -0.275, -2.491], [3.138, -1.070, -2.760], [2.325, -1.339, -0.797], [3.576, -1.546, 0.062], [3.229, -2.439, 1.252], [2.062, -1.815, 2.013], [0.903, -1.584, 1.044], [0.063, -1.083, 1.534], [1.277, -0.756, -0.035], [0.546, -2.553, 0.660], [1.733, -2.462, 2.827], [2.381, -0.859, 2.434], [4.095, -2.547, 1.907], [2.943, -3.434, 0.898], [4.360, -2.000, -0.546], [3.931, -0.584, 0.433], [1.978, -2.334, -1.137], [4.271, 0.684, -1.395], [3.388, 1.349, -2.786], [2.636, 3.195, 2.024], [1.831, 3.792, 0.561], [-4.019, 3.591, -0.580], [-4.038, 2.692, 0.956], [-2.606, -0.224, -1.752], [-0.521, -1.270, -1.910], [-0.365, -3.004, -2.291]]
}

***

{
  "formula": "C5H8N4S",
  "method": "ωB97M-V with the def2-TZVPD basis set",
  "total_energy_ha": -812.51684,
  "smiles": "Cc1csc(N=C(N)N)n1",
  "homo_lumo_gap_ev": 8.62,
  "lumo_ev": 0.70,
  "symbols": ["C", "C", "C", "C", "C", "H", "H", "H", "H", "H", "H", "H", "H", "N", "N", "N", "N", "S"],
  "xyz": [[2.928, 1.268, -0.044], [2.083, 0.014, -0.041], [2.391, -1.254, 0.075], [-0.062, -0.879, 0.142], [-2.382, -0.311, 0.088], [3.946, 0.867, -0.453], [2.376, 2.086, -0.678], [3.191, 1.678, 1.052], [3.352, -1.866, 0.122], [-1.145, 1.455, 0.086], [-2.796, 1.664, 0.351], [-3.846, -1.696, -0.405], [-4.418, -0.049, -0.434], [-1.375, -1.167, 0.015], [-2.094, 1.028, 0.196], [-3.694, -0.732, -0.051], [0.663, 0.205, -0.078], [0.882, -2.313, 0.057]]
}

***

{
  "formula": "C22H22O2",
  "method": "ωB97M-V with the def2-TZVPD basis set",
  "total_energy_ha": -1001.88569,
  "homo_lumo_gap_ev": 4.66,
  "lumo_ev": -1.42,
  "symbols": ["C", "C", "C", "C", "C", "O", "C", "C", "H", "H", "H", "H", "H", "H", "H", "C", "O", "C", "C", "C", "C", "C", "C", "C", "C", "C", "C", "C", "C", "C", "C", "H", "H", "H", "H", "H", "H", "H", "H", "H", "H", "H", "H", "H", "H", "H"],
  "xyz": [[-6.259, -0.237, -2.407], [-4.763, -0.247, -2.273], [-4.061, -1.456, -2.216], [-2.709, -1.481, -1.919], [-1.982, -0.268, -1.610], [-0.844, -0.269, -1.026], [-2.686, 0.957, -1.923], [-4.040, 0.952, -2.207], [-6.612, 0.803, -2.440], [-6.565, -0.741, -3.337], [-6.740, -0.740, -1.548], [-4.651, -2.365, -2.403], [-2.198, -2.436, -1.821], [-2.163, 1.905, -1.824], [-4.614, 1.874, -2.369], [6.983, -1.060, -1.058], [5.849, -1.924, -1.290], [4.619, -1.503, -0.888], [3.575, -2.429, -1.120], [2.293, -2.088, -0.804], [1.970, -0.880, -0.137], [0.631, -0.779, 0.344], [0.224, 0.164, 1.345], [-1.157, 0.388, 1.583], [-1.595, 1.253, 2.567], [-0.681, 1.981, 3.346], [-1.183, 3.007, 4.319], [0.685, 1.728, 3.178], [1.139, 0.836, 2.203], [3.014, 0.104, -0.034], [4.332, -0.233, -0.322], [7.807, -1.576, -1.556], [6.791, -0.077, -1.506], [7.164, -0.957, 0.021], [3.872, -3.360, -1.583], [1.500, -2.794, -1.041], [0.032, -1.690, 0.208], [-1.916, -0.120, 0.978], [-2.662, 1.438, 2.729], [-0.383, 3.685, 4.637], [-2.007, 3.612, 3.910], [-1.543, 2.503, 5.225], [1.396, 2.276, 3.808], [2.206, 0.635, 2.154], [2.782, 1.128, 0.260], [5.150, 0.481, -0.149]]
}

***

{
  "formula": "C56H57N8O5P3S2Ta",
  "method": "ωB97M-V with the def2-TZVPD basis set",
  "total_energy_ha": -4858.90022,
  "homo_lumo_gap_ev": 5.22,
  "lumo_ev": -8.97,
  "total_charge": 3,
  "symbols": ["Ta", "C", "S", "C", "C", "C", "N", "P", "C", "C", "C", "C", "C", "C", "C", "C", "C", "C", "C", "C", "P", "C", "C", "C", "C", "C", "C", "C", "C", "C", "C", "C", "C", "H", "H", "H", "H", "H", "H", "H", "H", "H", "H", "H", "H", "H", "H", "H", "H", "H", "H", "H", "H", "H", "H", "H", "H", "H", "H", "H", "H", "H", "O", "C", "C", "C", "C", "C", "C", "C", "O", "N", "O", "O", "H", "H", "H", "H", "S", "C", "C", "C", "C", "C", "C", "C", "C", "C", "N", "H", "H", "H", "H", "H", "H", "N", "C", "O", "C", "C", "C", "C", "N", "C", "H", "H", "H", "H", "H", "H", "C", "N", "C", "N", "C", "N", "C", "P", "C", "C", "H", "H", "H", "H", "H", "H", "H", "H", "H", "H", "H", "H"],
  "xyz": [[-1.498, 0.799, -0.494], [7.488, -0.624, 0.271], [5.841, -0.426, 0.988], [5.033, -1.929, 0.369], [3.528, -1.700, 0.246], [3.183, -0.593, -0.737], [1.705, -0.403, -0.823], [0.814, -1.379, -2.031], [2.084, -2.156, -3.042], [2.353, -1.496, -4.244], [3.314, -1.986, -5.119], [3.995, -3.153, -4.809], [3.723, -3.829, -3.624], [2.780, -3.331, -2.740], [0.159, -2.734, -0.949], [-0.383, -2.065, 0.304], [-0.618, -4.096, 1.556], [-1.186, -5.080, 0.551], [-0.924, -5.007, -0.750], [-0.143, -3.952, -1.409], [1.147, 1.206, -0.733], [2.127, 2.157, -1.894], [1.719, 2.188, -3.230], [2.495, 2.839, -4.178], [3.674, 3.464, -3.795], [4.087, 3.427, -2.470], [3.320, 2.779, -1.515], [1.449, 1.971, 0.954], [2.707, 1.515, 1.641], [3.276, 2.285, 2.552], [2.664, 3.603, 2.921], [2.123, 4.251, 1.655], [1.480, 3.497, 0.771], [8.092, 0.205, 0.634], [7.445, -0.587, -0.816], [7.941, -1.556, 0.601], [5.227, -2.742, 1.068], [5.467, -2.191, -0.598], [3.125, -1.466, 1.240], [3.050, -2.627, -0.081], [3.599, -0.830, -1.717], [3.651, 0.342, -0.438], [1.808, -0.592, -4.496], [3.523, -1.464, -6.044], [4.736, -3.545, -5.494], [4.248, -4.747, -3.391], [2.589, -3.863, -1.816], [0.510, -1.795, 0.886], [-0.767, -4.425, 2.579], [-1.834, -5.861, 0.932], [-1.310, -5.780, -1.401], [0.203, -4.195, -2.409], [0.800, 1.707, -3.529], [2.178, 2.864, -5.213], [4.275, 3.981, -4.532], [5.012, 3.906, -2.176], [3.662, 2.753, -0.489], [3.160, 0.577, 1.368], [4.217, 1.994, 3.005], [3.405, 4.225, 3.417], [2.183, 5.327, 1.539], [1.017, 3.932, -0.108], [-0.942, -0.868, -0.162], [-1.268, -2.781, 1.244], [-2.489, -2.367, 1.758], [-3.192, -3.392, 2.514], [-4.411, -3.198, 3.021], [-5.104, -1.969, 2.863], [-4.501, -0.953, 2.203], [-3.178, -1.041, 1.662], [-2.695, 0.063, 1.245], [-5.062, -4.294, 3.776], [-6.122, -4.029, 4.293], [-4.486, -5.356, 3.813], [0.458, -4.002, 1.382], [-2.763, -4.372, 2.652], [-6.098, -1.867, 3.278], [-4.997, 0.001, 2.086], [-1.761, 3.179, -4.434], [-1.470, 1.570, -4.918], [-1.354, 0.718, -3.858], [-1.506, 1.380, -2.600], [-1.748, 2.720, -2.790], [-2.123, 3.591, -1.680], [-2.427, 4.938, -1.781], [-2.901, 5.614, -0.672], [-3.079, 4.932, 0.530], [-2.731, 3.607, 0.579], [-2.239, 2.944, -0.490], [-1.401, 1.329, -5.969], [-1.169, -0.339, -3.976], [-2.315, 5.442, -2.732], [-3.150, 6.665, -0.743], [-3.490, 5.420, 1.402], [-2.863, 3.026, 1.477], [-5.641, -4.183, -2.517], [-4.491, -3.511, -2.338], [-3.392, -4.034, -2.293], [-4.582, -2.011, -2.197], [-5.528, -1.205, -2.809], [-5.414, 0.175, -2.692], [-4.361, 0.697, -1.978], [-3.444, -0.081, -1.372], [-3.556, -1.408, -1.492], [-5.598, -5.179, -2.667], [-6.545, -3.749, -2.462], [-6.329, -1.633, -3.400], [-6.122, 0.839, -3.169], [-4.226, 1.767, -1.889], [-2.799, -2.034, -1.046], [1.547, 1.129, 4.800], [0.528, 0.207, 4.228], [-0.767, 0.485, 4.812], [-1.105, 1.883, 4.574], [-0.162, 2.713, 5.339], [1.205, 2.553, 4.876], [1.386, 3.522, 3.793], [-0.186, 1.414, 1.779], [0.429, -0.052, 2.814], [-1.374, 2.165, 3.222], [2.483, 0.981, 4.278], [1.681, 0.793, 5.828], [-0.728, 0.321, 5.888], [-1.526, -0.171, 4.378], [-0.251, 2.396, 6.378], [-0.458, 3.759, 5.273], [0.559, 3.449, 3.092], [1.285, 4.507, 4.252], [1.387, -0.368, 2.407], [-0.294, -0.858, 2.688], [-2.246, 1.592, 2.898], [-1.516, 3.226, 3.037]]
}